1.
The following is a quantum chemistry calculation of the molecule C14H18N2O3 at a distorted geometry, from the OMol25 dataset.

Element x y z (Å)
1 C -2.0945 4.2370 -0.4416
2 C -0.7380 3.9986 -0.9872
3 C -0.1024 2.8335 -1.3606
4 C 1.1928 3.2313 -1.8168
5 C 1.2356 4.5794 -1.6861
6 O 0.0743 5.0467 -1.1903
7 H 2.0017 5.2971 -1.9010
8 H 1.9881 2.6122 -2.1788
9 C -0.6857 1.4900 -1.2811
10 O -1.7561 1.2312 -0.7682
11 N 0.0903 0.5082 -1.8353
12 H 0.9571 0.7248 -2.3045
13 N -0.3035 -0.8222 -1.8573
14 C -0.4285 -1.5307 -0.6824
15 C -1.1491 -2.6693 -0.6419
16 C -1.2504 -3.4964 0.5408
17 O -1.8553 -4.5521 0.5592
18 C -0.5858 -2.9390 1.7871
19 H -0.3803 -3.7638 2.4714
20 C 0.6865 -2.1450 1.4855
21 C 1.7468 -3.0646 0.8760
22 H 2.6606 -2.5107 0.6689
23 H 1.3893 -3.5042 -0.0516
24 H 1.9856 -3.8711 1.5650
25 C 1.2333 -1.5303 2.7757
26 H 1.4907 -2.3111 3.4873
27 H 0.4949 -0.8779 3.2369
28 H 2.1281 -0.9455 2.5720
29 C 0.3316 -1.0230 0.5009
30 H 1.2406 -0.5154 0.1683
31 H -0.2934 -0.2794 1.0071
32 H -1.3192 -2.2838 2.2672
33 H -1.6808 -3.0155 -1.5169
34 H -1.0106 -1.0398 -2.5545
35 H -2.0278 4.7185 0.5329
36 H -2.6100 3.2867 -0.3431
37 H -2.6563 4.8954 -1.1028

## Properties
* lowest unoccupied orbital energy: 0.5 eV
* relative energy (zero: lowest compared OMol25 entry of this formula, charge and spin): 43.86 kcal/mol
* molecular weight: 262.31 g mol⁻¹
* structure (SMILES): Cc1occc1C(=O)NNC1=CC(=O)CC(C)(C)C1
* HOMO-LUMO gap: 0.3344 hartree
* HOMO: -0.3163 hartree
* E_tot: -23932.33148 eV

=====

2.
The following is a quantum chemistry calculation of a cluster of 3 separate species, C26H51BF2N10O6P2 in total at a distorted geometry, from the OMol25 dataset.

Element x y z (Å)
1 C -1.8120 0.8101 -3.5461
2 C -0.9432 2.1483 -3.6862
3 C -0.4653 2.2106 -5.1850
4 O -0.0143 3.5116 -5.6310
5 C 0.9796 4.0328 -4.8034
6 C 2.1067 3.1664 -4.3294
7 N 3.1318 3.5466 -3.5252
8 C 3.0061 4.9032 -3.2332
9 C 4.0914 5.5334 -2.3732
10 B 5.3328 4.6471 -1.8226
11 N 5.2422 3.2421 -1.4054
12 O 6.6056 5.3202 -1.7887
13 C 4.0910 6.9454 -2.0314
14 C 2.9657 7.8513 -2.4915
15 N 2.9263 9.2712 -2.1774
16 C 1.9531 9.5894 -1.1549
17 O 1.7000 8.8981 -0.2292
18 F 1.2867 10.8066 -1.2298
19 C 4.2276 9.8153 -1.8659
20 O 4.4495 10.1275 -0.7371
21 F 5.1563 10.0099 -2.8616
22 C 1.9029 7.2381 -3.2898
23 C 0.7215 8.1705 -3.7541
24 C 1.9136 5.7822 -3.6824
25 N 0.8580 5.3345 -4.4713
26 H -1.1787 -0.1194 -3.6288
27 H -2.4196 0.8070 -2.5955
28 H -2.4944 0.7981 -4.4482
29 H -1.6503 3.0030 -3.5100
30 H -0.0865 2.1572 -2.9507
31 H -1.3602 1.9572 -5.8291
32 H 0.3000 1.4116 -5.4377
33 H 2.1064 2.0954 -4.6712
34 H 4.2817 2.9470 -1.2208
35 H 5.5556 2.6943 -2.2220
36 H 6.8948 5.3273 -2.7205
37 H 4.9436 7.3332 -1.4147
38 H 0.2962 7.7490 -4.7039
39 H 1.0269 9.2434 -3.8591
40 H -0.0711 8.1092 -2.9464
41 O -4.0215 -0.4744 -0.2243
42 P -3.9082 -0.1921 1.2805
43 N -2.1984 -0.4305 1.2562
44 C -1.3198 -1.1243 2.1781
45 C -1.4461 0.6483 0.6082
46 N -4.8880 -1.6027 1.6225
47 C -4.5935 -2.7297 2.5095
48 C -5.5984 -2.1902 0.4686
49 N -3.9021 0.2809 2.9781
50 C -3.4810 1.6756 3.1710
51 C -3.5193 -0.4201 4.1954
52 H -0.9405 -0.4652 2.9700
53 H -0.4370 -1.5103 1.6567
54 H -1.7811 -2.0081 2.6235
55 H -1.5252 1.5891 1.1646
56 H -1.8174 0.8269 -0.4037
57 H -0.3802 0.4208 0.5143
58 H -3.5393 -3.0083 2.5077
59 H -5.1292 -3.6418 2.2327
60 H -4.9662 -2.5323 3.5157
61 H -4.9200 -2.7687 -0.1705
62 H -6.0958 -1.4275 -0.1288
63 H -6.3971 -2.8686 0.7827
64 H -2.3873 1.7748 3.1463
65 H -3.8146 2.0580 4.1385
66 H -3.9093 2.3170 2.4013
67 H -2.4904 -0.2022 4.4955
68 H -3.5916 -1.4967 4.1848
69 H -4.1594 -0.0855 5.0192
70 O 0.2738 -4.2426 2.9032
71 P 0.7119 -5.4223 2.0258
72 N -0.7357 -6.2975 2.3782
73 C -0.9509 -7.6970 2.6841
74 C -1.9401 -5.7668 1.7284
75 N 2.0722 -5.7122 3.0892
76 C 2.4639 -6.9535 3.7595
77 C 2.3783 -4.6358 4.0535
78 N 1.2729 -6.6440 0.8859
79 C 0.6214 -6.5288 -0.4266
80 C 1.6119 -8.0514 1.0370
81 H -1.1331 -8.2999 1.7848
82 H -1.8372 -7.8203 3.3173
83 H -0.1357 -8.1365 3.2632
84 H -1.8915 -5.8643 0.6381
85 H -2.0745 -4.7080 1.9624
86 H -2.8497 -6.2783 2.0562
87 H 1.6101 -7.5470 4.0887
88 H 3.0558 -6.7822 4.6623
89 H 3.1483 -7.5274 3.1329
90 H 1.6727 -4.6343 4.8932
91 H 2.3762 -3.6562 3.5775
92 H 3.3804 -4.7410 4.4789
93 H -0.3733 -6.9950 -0.4266
94 H 1.2074 -7.0265 -1.2028
95 H 0.5190 -5.4830 -0.7150
96 H 0.7752 -8.7107 0.7885
97 H 1.9494 -8.3727 2.0104
98 H 2.4207 -8.3028 0.3422

## Properties
* lowest unoccupied orbital energy: -1.2 eV
* molecular weight: 710.51 g mol⁻¹
* structure (SMILES): CCCOc1cnc2c(B(N)O)cc(N(C(=O)F)C(=O)F)c(C)c2n1.CN(C)P(=O)(N(C)C)N(C)C.CN(C)P(=O)(N(C)C)N(C)C
* HOMO-LUMO gap: 0.2359 hartree
* HOMO: -0.2806 hartree
* E_tot: -79656.63797 eV

=====

3.
The following is a quantum chemistry calculation of a cluster of 2 separate species, C11H20ClN2 in total at a distorted geometry, from the OMol25 dataset.

Element x y z (Å)
1 C -0.0267 -2.2856 0.3982
2 C -1.5205 -2.0769 0.1529
3 C 0.1656 -1.7859 1.8247
4 C -1.8546 -0.7287 0.8107
5 C -0.7433 -0.5329 1.8797
6 C -1.6902 0.5365 -0.0700
7 C -1.6227 0.3612 -1.5805
8 C -2.7409 1.5970 0.2924
9 C 3.6089 1.2618 0.0937
10 C 3.3855 0.6602 -2.3499
11 C 3.0004 1.2927 -1.2604
12 N -0.4112 1.0475 0.4138
13 N 0.0381 0.5599 1.4443
14 Cl 1.6473 2.4126 -1.3926
15 H 0.2651 -3.3267 0.2958
16 H 0.5728 -1.6964 -0.2986
17 H -1.7870 -2.1155 -0.8993
18 H -2.0798 -2.8613 0.6634
19 H -0.2029 -2.5176 2.5404
20 H 1.1967 -1.5415 2.0703
21 H -2.8521 -0.7489 1.2451
22 H -1.0722 -0.3455 2.9029
23 H -2.5387 -0.0970 -1.9414
24 H -0.7790 -0.2557 -1.8782
25 H -1.5238 1.3334 -2.0576
26 H -2.8276 1.7072 1.3704
27 H -3.7068 1.2877 -0.1002
28 H -2.4869 2.5623 -0.1372
29 H 2.8807 0.9638 0.8468
30 H 3.9754 2.2526 0.3614
31 H 4.4446 0.5690 0.1037
32 H 4.2302 -0.0033 -2.3193
33 H 2.8935 0.7771 -3.2993
34 H 0.1622 1.7371 -0.1261

## Properties
* lowest unoccupied orbital energy: -4.6 eV
* relative energy (zero: lowest compared OMol25 entry of this formula, charge and spin): 0.00 kcal/mol
* molecular weight: 215.75 g mol⁻¹
* charge: +1
* HOMO-LUMO gap: 0.3082 hartree
* HOMO: -0.4766 hartree
* E_tot: -27226.86770 eV

=====

4.
The following is a quantum chemistry calculation of the molecule C4H5ClO at a distorted geometry, from the OMol25 dataset.

Element x y z (Å)
1 C 0.9568 -1.1934 1.7980
2 C -0.7304 0.2474 0.3845
3 C 0.6225 0.2475 -0.3498
4 C 0.2147 -0.9271 0.5763
5 O 1.8880 -0.4342 2.2962
6 Cl 0.3427 -2.4484 2.7284
7 H -1.0307 1.0466 1.1362
8 H -1.5086 0.1280 -0.3140
9 H 0.5993 0.1744 -1.4218
10 H 1.4128 0.8310 -0.0916
11 H -0.0906 -1.8146 -0.0081

## Properties
* lowest unoccupied orbital energy: 0.3 eV
* relative energy (zero: lowest compared OMol25 entry of this formula, charge and spin): 19.34 kcal/mol
* molecular weight: 104.54 g mol⁻¹
* structure (SMILES): O=C(Cl)C1CC1
* HOMO-LUMO gap: 0.4002 hartree
* HOMO: -0.3880 hartree
* E_tot: -18797.36069 eV

=====

5.
The following is a quantum chemistry calculation of a structure of composition C3HO3Pt at a distorted geometry, from the OMol25 dataset.

Element x y z (Å)
1 H -0.8102 0.0699 1.6078
2 O -2.5746 0.3063 -0.9592
3 C -1.6709 0.0399 -0.2800
4 C -0.6690 -0.2040 0.5596
5 O 0.4517 -0.9055 0.1829
6 C 1.5831 -0.1856 -0.3935
7 O 2.0712 -0.6653 -1.3850
8 Pt 1.6187 1.5443 0.6674

## Properties
* lowest unoccupied orbital energy (alpha / beta): -1.4 / -2.9 eV
* relative energy (zero: lowest compared OMol25 entry of this formula, charge and spin): 0.00 kcal/mol
* molecular weight: 280.12 g mol⁻¹
* multiplicity: 4
* HOMO-LUMO gap (alpha / beta): 0.1809 / 0.2755 hartree
* HOMO (alpha / beta): -0.2308 / -0.3806 hartree
* E_tot: -12508.86156 eV

=====

6.
The following is a quantum chemistry calculation of a structure of composition C20H25N9O8Ru at a distorted geometry, from the OMol25 dataset.

Element x y z (Å)
1 Ru -0.3002 0.1845 -0.0147
2 O -2.6866 1.3362 5.2024
3 C -2.0765 2.4169 4.7534
4 O -2.0900 3.4705 5.3263
5 C -1.3304 2.2955 3.4613
6 C -0.5999 3.3338 2.9184
7 N -0.1021 2.9026 1.7482
8 N -0.4464 1.6335 1.5093
9 C -1.2085 1.2555 2.5286
10 C -1.7435 -0.1405 2.4692
11 O -2.3802 -0.5953 3.4027
12 O -1.4243 -0.7741 1.3879
13 H -2.5986 0.5660 4.5998
14 H -0.4251 4.3264 3.2970
15 H 0.5189 3.3837 1.1161
16 O 5.5493 -0.5411 0.3459
17 C 4.9826 -0.7480 1.5195
18 O 5.6097 -0.9844 2.5151
19 C 3.4877 -0.6777 1.5950
20 C 2.7840 -0.8913 2.7636
21 N 1.4830 -0.7138 2.4902
22 N 1.2938 -0.4250 1.2025
23 C 2.4972 -0.3826 0.6423
24 C 2.5211 -0.0125 -0.8030
25 O 3.5586 0.0524 -1.4368
26 O 1.3367 0.1500 -1.2917
27 H 4.9053 -0.3444 -0.3779
28 H 3.1372 -1.1461 3.7482
29 H 0.6971 -0.8514 3.1068
30 C -3.4709 -0.9535 -0.7632
31 N -2.9469 -1.3196 -2.0647
32 C -3.5638 -0.6177 -3.1826
33 C -1.6395 -1.7094 -2.1944
34 N -0.6702 -1.3492 -1.3869
35 N -1.3767 -2.5194 -3.2498
36 C -2.3879 -3.3826 -3.8427
37 C -0.0091 -2.7531 -3.6811
38 H -4.5568 -0.9080 -0.8431
39 H -3.1224 0.0261 -0.4190
40 H -3.2025 -1.6992 -0.0209
41 H -3.3195 0.4493 -3.1626
42 H -4.6458 -0.7258 -3.1207
43 H -3.2317 -1.0308 -4.1332
44 H 0.1600 -1.9068 -1.5410
45 H -3.3178 -3.3010 -3.2887
46 H -2.0461 -4.4182 -3.8033
47 H -2.5650 -3.1183 -4.8870
48 H 0.5709 -1.8319 -3.6285
49 H -0.0259 -3.0901 -4.7157
50 H 0.4889 -3.5243 -3.0841
51 N -2.9682 4.0899 -4.0659
52 C -2.3415 3.2839 -3.1953
53 C -1.2761 2.4539 -3.5906
54 C -0.6650 1.6376 -2.6786
55 N -1.0135 1.5877 -1.3823
56 C -2.0543 2.3645 -1.0013
57 C -2.7261 3.2089 -1.8420
58 H -2.6493 4.1740 -5.0149
59 H -3.6961 4.7138 -3.7659
60 H -0.9224 2.4517 -4.6125
61 H 0.1634 1.0006 -2.9607
62 H -2.3518 2.3004 0.0361
63 H -3.5406 3.8053 -1.4553

## Properties
* lowest unoccupied orbital energy (alpha / beta): -3.1 / -4.3 eV
* relative energy (zero: lowest compared OMol25 entry of this formula, charge and spin): 28.47 kcal/mol
* molecular weight: 620.55 g mol⁻¹
* multiplicity: 2
* charge: +1
* HOMO-LUMO gap (alpha / beta): 0.3317 / 0.2868 hartree
* HOMO (alpha / beta): -0.4468 / -0.4439 hartree
* E_tot: -53515.85535 eV

=====

7.
The following is a quantum chemistry calculation of the molecule C2H6I2Si at a distorted geometry, from the OMol25 dataset.

Element x y z (Å)
1 C 0.1019 -0.1057 -1.7490
2 C 0.3137 -0.0534 1.6719
3 Si 1.2174 0.0537 -0.0777
4 I 2.4604 2.2186 0.0018
5 I 2.8738 -1.7896 0.0120
6 H -0.3060 -1.0217 -1.5978
7 H -0.5360 0.7579 -1.7119
8 H 0.6415 -0.2716 -2.7112
9 H 0.8242 -0.4854 2.6348
10 H 0.2607 0.9746 1.9324
11 H -0.7009 -0.3567 1.5997

## Properties
* lowest unoccupied orbital energy (alpha / beta): 0.5 / -4.3 eV
* relative energy (zero: lowest compared OMol25 entry of this formula, charge and spin): 8.17 kcal/mol
* molecular weight: 311.96 g mol⁻¹
* multiplicity: 3
* HOMO-LUMO gap (alpha / beta): 0.1905 / 0.1875 hartree
* HOMO (alpha / beta): -0.1719 / -0.3449 hartree
* E_tot: -26247.18322 eV

=====

8.
The following is a quantum chemistry calculation of a structure of composition C23H36N4O5SSi2Sn at a distorted geometry, from the OMol25 dataset.

Element x y z (Å)
1 Sn 0.0917 -0.2197 0.0107
2 O -3.5311 -2.7381 0.5241
3 C -2.4128 -2.2658 0.9990
4 O -2.1065 -1.0673 0.9233
5 C -1.5177 -3.3537 1.5833
6 C -2.0109 -4.6764 1.6886
7 C -1.3005 -5.6478 2.4287
8 C -0.0299 -5.3931 2.9532
9 C 0.4709 -4.1056 2.7870
10 C -0.2600 -3.0604 2.1371
11 S 0.7303 -1.4900 1.9973
12 H -3.0202 -4.9380 1.4102
13 H -1.6678 -6.6338 2.3999
14 H 0.5452 -6.1747 3.3985
15 H 1.4538 -3.9119 3.2388
16 N -3.4741 4.8778 1.3617
17 C -2.2421 4.0889 1.3742
18 C -1.8088 3.6900 -0.0160
19 C -0.5733 2.7854 0.0284
20 N -0.8997 1.5092 0.7991
21 C 0.5689 3.5566 0.6807
22 C 0.1884 4.0145 2.1648
23 N 0.0715 2.8960 2.9930
24 C -1.1477 4.7777 2.0440
25 H -4.2462 4.3110 1.0343
26 H -3.4800 5.6855 0.6838
27 H -4.0495 -2.0369 0.0693
28 H -2.4375 3.1912 1.9313
29 H -1.6036 4.6444 -0.4647
30 H -2.6639 3.2408 -0.5081
31 H -0.3046 2.3742 -0.9739
32 H -1.9153 1.4577 0.6919
33 H -0.6081 1.6094 1.7630
34 H 0.7186 4.4806 0.1652
35 H 1.5024 2.9630 0.7442
36 H 1.0192 4.6580 2.5403
37 H -0.7077 3.0033 3.6045
38 H 0.9675 2.5725 3.3167
39 H -0.9398 5.7498 1.5334
40 H -1.4945 5.0608 3.0904
41 C 2.6003 1.9117 -1.8217
42 Si 2.3859 0.3716 -0.7155
43 C 3.6503 0.6844 0.7193
44 C 2.8504 -1.2744 -1.6134
45 C 4.2035 -1.5973 -1.6588
46 C 4.6030 -2.7931 -2.3511
47 C 3.6267 -3.5858 -2.9645
48 C 2.2461 -3.2391 -2.8751
49 C 1.8509 -2.0842 -2.1377
50 Si 0.0787 -1.6440 -2.1484
51 C -0.8934 -3.1747 -2.1618
52 C -0.3552 -0.5620 -3.5976
53 H 3.3990 1.9287 -2.4978
54 H 2.6940 2.7486 -1.1370
55 H 1.7463 2.0103 -2.5322
56 H 4.7048 0.6188 0.4274
57 H 3.5654 0.1442 1.6617
58 H 3.4163 1.6833 0.9811
59 H 5.0357 -1.0671 -1.1998
60 H 5.6261 -3.0947 -2.5059
61 H 3.9905 -4.3840 -3.5946
62 H 1.5352 -3.9337 -3.3348
63 H -0.6684 -3.7601 -3.1098
64 H -1.9692 -2.9979 -2.1020
65 H -0.4899 -3.8711 -1.4407
66 H 0.2397 -0.8400 -4.5370
67 H -0.1405 0.5476 -3.4436
68 H -1.4341 -0.5340 -3.7567
69 O -2.5478 1.1001 -1.4566
70 N -3.5110 0.5595 -0.9149
71 O -3.9387 -0.4593 -1.4218
72 O -3.9753 1.1025 0.1099

## Properties
* lowest unoccupied orbital energy: 0.0 eV
* relative energy (zero: lowest compared OMol25 entry of this formula, charge and spin): 34.52 kcal/mol
* molecular weight: 655.51 g mol⁻¹
* HOMO-LUMO gap: 0.3034 hartree
* HOMO: -0.3018 hartree
* E_tot: -73053.31002 eV